Record 1
59
Properties=species:S:1:pos:R:3:forces:R:3 method="wB97M-V/def2-TZVPD" total_energy_ev=-45202.814 smiles="Cc1cccc(CCNC(=O)C2CCN(S(=O)(=O)c3c(C)nn(C)c3C)CC2)c1" orbital_gap_ev=9.38
C 7.2068 3.4756 -0.4107 0.0 0.0 0.0
C 6.8974 2.0110 -0.3260 0.0 0.0 0.0
C 5.5913 1.5637 -0.4829 0.1 -0.1 0.0
C 5.2736 0.2166 -0.4009 -0.1 0.0 -0.1
C 6.2872 -0.6996 -0.1475 0.0 0.0 0.0
C 7.5906 -0.2681 0.0116 0.0 -0.1 0.0
C 7.8954 1.0794 -0.0774 0.0 0.1 0.0
H 8.9171 1.4093 0.0453 0.1 0.0 0.0
H 8.3758 -0.9847 0.2042 0.1 -0.1 0.0
H 6.0509 -1.7513 -0.0794 0.0 -0.1 0.0
C 3.8517 -0.2458 -0.5385 0.0 0.0 0.3
H 3.8179 -1.2149 -1.0399 -0.1 0.0 0.0
H 3.2756 0.4710 -1.1282 0.0 0.0 -0.1
C 3.2053 -0.3916 0.8476 0.2 0.0 -0.1
N 1.8399 -0.8467 0.7529 0.1 0.5 -0.1
C 1.4681 -2.1065 1.0599 -0.6 -0.2 0.0
O 2.2244 -2.9291 1.5340 0.3 -0.3 0.1
C -0.0014 -2.4128 0.7670 0.2 0.1 0.0
C -0.9207 -1.4729 1.5572 -0.1 -0.1 0.0
C -2.3781 -1.6396 1.1229 0.2 0.2 0.7
N -2.5487 -1.5415 -0.3105 -0.2 1.0 -0.5
S -2.4226 0.0236 -0.9165 -0.6 0.1 0.3
O -1.2886 0.7409 -0.3753 -0.2 0.0 0.1
O -2.4984 -0.0742 -2.3438 -0.1 -0.2 -0.1
C -3.9047 0.7258 -0.2906 0.4 -0.1 0.0
C -4.0865 1.7953 0.5712 0.1 0.0 0.0
N -5.4215 1.9225 0.7228 1.0 -0.2 -0.2
N -6.0979 1.0095 0.0171 -0.6 -0.5 -0.4
C -5.2032 0.2709 -0.6085 0.0 0.1 0.1
C -5.5457 -0.8623 -1.4988 -0.2 0.0 0.0
H -6.6058 -0.8409 -1.7335 -0.1 0.0 0.0
H -4.9531 -0.7951 -2.4083 -0.1 -0.1 -0.1
H -5.3020 -1.8044 -1.0096 0.0 -0.1 0.0
C -6.1234 2.8931 1.5102 -0.2 0.3 0.3
H -5.9007 3.9042 1.1647 0.0 0.0 0.0
H -5.8477 2.8089 2.5630 0.0 0.0 0.0
H -7.1869 2.6968 1.3958 0.1 0.0 0.0
C -3.1031 2.6792 1.2386 0.0 0.1 0.0
H -3.2743 3.7197 0.9641 0.0 0.1 0.0
H -2.1043 2.3872 0.9267 0.0 0.1 0.1
H -3.1829 2.5972 2.3230 0.0 0.0 0.1
C -1.7499 -2.5072 -1.0378 0.4 -0.1 -0.6
C -0.2639 -2.3193 -0.7424 -0.2 -0.2 0.1
H 0.3219 -3.0772 -1.2654 0.0 0.0 0.0
H 0.0250 -1.3370 -1.1210 0.1 -0.1 -0.1
H -2.0856 -3.5083 -0.7498 -0.1 0.1 0.0
H -1.9554 -2.3482 -2.0970 0.1 -0.3 0.0
H -2.7622 -2.6175 1.4318 -0.1 0.1 0.0
H -3.0000 -0.8633 1.5758 0.0 -0.2 0.2
H -0.6356 -0.4360 1.3836 0.0 -0.1 0.2
H -0.8296 -1.6823 2.6246 0.0 0.0 0.0
H -0.1828 -3.4441 1.0898 0.1 0.1 0.0
H 1.1771 -0.2257 0.3128 -0.1 -0.1 0.1
H 3.7485 -1.1354 1.4347 0.0 0.2 0.0
H 3.2343 0.5689 1.3720 0.1 -0.1 0.0
H 4.8082 2.2834 -0.6798 -0.1 0.1 -0.1
H 6.8533 3.9857 0.4857 0.0 0.1 0.0
H 8.2773 3.6432 -0.4990 0.1 0.1 0.0
H 6.7085 3.9248 -1.2678 0.0 0.1 0.0



Record 2
59
Properties=species:S:1:pos:R:3:forces:R:3 method="wB97M-V/def2-TZVPD" total_energy_ev=-36412.457 smiles="CCOc1cc(N)c([N+](=O)[O-])cc1C(=O)NC1CCN(C[C@@H]2CC=CCC2)CC1" orbital_gap_ev=8.40
C 1.4735 3.4280 1.1448 0.4 -0.2 -0.1
C 2.8607 3.0163 0.6782 -0.1 0.5 0.0
H 3.0904 3.4792 -0.2907 0.1 -0.1 0.1
H 3.6172 3.3269 1.4102 0.0 -0.1 -0.1
O 2.8597 1.6037 0.5547 0.1 -0.2 0.0
C 3.9938 0.9418 0.2367 0.4 -0.3 -0.1
C 5.1716 1.5760 -0.1060 -0.2 0.2 0.1
C 6.3399 0.8732 -0.4435 0.1 -0.5 0.0
N 7.4486 1.5477 -0.7879 0.4 0.2 -0.1
H 7.4480 2.5508 -0.8014 0.0 0.0 0.0
H 8.2785 1.0148 -1.0179 -0.2 0.2 0.1
C 6.2841 -0.5414 -0.4078 -1.0 0.7 0.3
C 5.0964 -1.1719 -0.0314 0.0 0.1 0.0
C 3.9498 -0.4769 0.2764 0.1 0.1 0.1
C 2.7573 -1.2934 0.6728 0.0 0.3 -0.1
O 2.8851 -2.3932 1.1754 0.1 -0.4 0.1
N 1.5576 -0.7439 0.3957 -0.3 0.1 0.0
H 1.5161 0.1693 -0.0254 0.1 0.0 0.1
C 0.2976 -1.4029 0.6573 -0.1 0.0 -0.1
C -0.6818 -0.4258 1.3053 0.0 -0.3 0.2
C -2.0570 -1.0698 1.4559 0.1 0.3 0.0
N -2.5456 -1.4793 0.1554 0.0 -0.2 0.1
C -1.6952 -2.5188 -0.3867 0.2 0.1 -0.3
C -0.3058 -1.9428 -0.6422 -0.1 -0.3 0.3
H 0.3474 -2.7093 -1.0601 0.1 0.0 0.0
H -0.3917 -1.1259 -1.3620 0.0 0.0 -0.1
H -2.1220 -2.8656 -1.3306 0.0 0.0 0.1
H -1.6158 -3.3850 0.2953 0.0 0.0 0.0
C -3.9640 -1.7856 0.1390 -0.1 0.3 0.1
C -4.7970 -0.5095 -0.0319 0.0 -0.4 -0.3
C -4.3950 0.2314 -1.3054 0.0 0.3 0.3
C -5.1011 1.5818 -1.3679 0.1 -0.2 -0.1
C -6.5643 1.4373 -1.0810 0.0 0.3 -0.1
C -7.0907 0.3643 -0.5154 -0.2 -0.2 0.1
C -6.2905 -0.8289 -0.0889 0.2 0.1 0.1
H -6.6418 -1.1742 0.8872 0.0 -0.1 0.0
H -6.4661 -1.6456 -0.7982 0.0 -0.1 0.0
H -8.1571 0.3024 -0.3428 -0.1 0.1 0.0
H -7.1902 2.2752 -1.3567 -0.2 0.0 0.0
H -4.9647 2.0364 -2.3527 0.0 0.1 0.0
H -4.6620 2.2685 -0.6352 0.1 0.0 -0.1
H -4.6808 -0.3692 -2.1713 0.0 -0.1 -0.1
H -3.3126 0.3594 -1.3224 0.0 0.0 -0.1
H -4.6182 0.1530 0.8208 0.0 0.0 0.1
H -4.2817 -2.3211 1.0500 0.0 -0.1 -0.1
H -4.1612 -2.4396 -0.7146 0.0 0.0 0.0
H -2.7526 -0.3451 1.8823 0.0 0.0 0.1
H -1.9889 -1.9281 2.1504 -0.1 0.0 0.0
H -0.3080 -0.1086 2.2796 0.1 0.0 0.0
H -0.7788 0.4549 0.6664 0.0 0.1 0.0
H 0.5135 -2.2358 1.3348 -0.1 0.1 -0.1
H 5.0759 -2.2507 0.0217 0.0 0.0 0.0
N 7.3894 -1.3570 -0.7433 0.4 -0.5 -0.2
O 7.2456 -2.5629 -0.7326 0.1 -0.1 0.0
O 8.4553 -0.8195 -1.0420 0.2 0.0 0.0
H 5.2254 2.6533 -0.1298 0.0 0.1 0.0
H 1.4369 4.5035 1.2901 0.0 0.1 0.0
H 0.7284 3.1452 0.4063 -0.1 0.0 -0.1
H 1.2380 2.9328 2.0830 0.0 0.0 0.1



Record 3
61
Properties=species:S:1:pos:R:3:forces:R:3 method="wB97M-V/def2-TZVPD" total_energy_ev=-58086.284 smiles="CSCC[C@H](NC(=O)OC(C)(C)C)c1nnc(SCC(=O)Nc2ccc(C)cc2C)o1" orbital_gap_ev=8.89
C 4.6744 1.7241 1.5162 0.1 -0.5 -0.1
H 4.6923 1.8642 2.5932 0.0 0.1 0.1
H 3.6577 1.7626 1.1361 -0.1 0.1 0.0
H 5.2765 2.4855 1.0317 0.0 0.1 0.0
S 5.4370 0.1294 1.1077 0.3 0.0 0.3
C 4.5106 -0.9813 2.2249 0.0 0.4 -0.3
C 3.0193 -1.0891 1.9486 0.1 -0.2 -0.1
H 2.5786 -1.7658 2.6824 0.0 0.1 0.0
H 2.5287 -0.1220 2.0688 -0.1 0.0 0.0
C 2.6904 -1.6246 0.5456 -0.1 0.2 0.1
N 2.9107 -0.6399 -0.4951 0.3 0.0 -0.4
C 1.9736 0.2876 -0.8315 0.2 -0.2 0.0
O 0.8025 0.2070 -0.5408 -0.3 0.3 0.0
O 2.5570 1.2616 -1.5400 0.3 0.1 -0.1
C 1.7636 2.2899 -2.1868 -0.4 0.4 -0.3
C 0.9539 3.0793 -1.1583 0.1 -0.3 0.0
H 1.6148 3.4962 -0.4004 0.1 0.1 0.1
H 0.4351 3.8943 -1.6550 0.0 0.1 -0.1
H 0.2219 2.4391 -0.6737 0.0 0.0 0.0
C 0.8552 1.6530 -3.2365 0.2 -0.1 0.3
H 0.1451 0.9820 -2.7624 -0.1 0.0 0.0
H 1.4494 1.0874 -3.9510 0.1 0.0 -0.1
H 0.3065 2.4259 -3.7670 0.0 0.1 -0.1
C 2.8056 3.1894 -2.8526 -0.2 -0.4 0.2
H 3.4643 3.6186 -2.1022 0.1 0.1 0.1
H 3.4070 2.6102 -3.5479 0.1 0.0 -0.1
H 2.3115 3.9915 -3.3921 -0.1 0.1 -0.1
H 3.8769 -0.3964 -0.6773 -0.2 0.0 0.0
C 1.2660 -2.0571 0.5072 -0.3 -0.3 0.7
N 0.4261 -2.0539 1.4851 1.5 0.4 0.3
N -0.7543 -2.4871 0.9980 -0.8 -0.6 -0.9
C -0.5629 -2.7384 -0.2646 -0.1 0.1 0.8
S -1.7199 -3.2769 -1.4169 -0.3 -0.1 -0.4
C -3.2352 -3.1057 -0.4075 0.3 0.2 -0.1
H -3.9913 -3.6842 -0.9362 0.1 0.1 0.1
H -3.0284 -3.5315 0.5719 -0.1 0.0 0.0
C -3.6830 -1.6419 -0.3395 0.0 -0.6 0.1
O -4.5308 -1.2098 -1.0898 -0.2 0.1 -0.2
N -3.0547 -0.9379 0.6187 0.2 0.2 0.4
C -3.2248 0.4448 0.8737 -0.2 0.3 0.1
C -3.5468 0.8318 2.1684 0.0 -0.1 -0.1
C -3.7171 2.1656 2.4813 0.1 0.1 0.0
C -3.5652 3.1395 1.5030 0.0 0.0 0.0
C -3.2169 2.7407 0.2207 -0.1 -0.1 0.1
C -3.0321 1.4074 -0.1191 0.0 -0.1 0.0
C -2.5970 1.0256 -1.4963 -0.1 -0.1 -0.1
H -1.7256 0.3734 -1.4375 0.1 -0.1 -0.1
H -3.3908 0.4821 -2.0077 0.0 0.0 -0.1
H -2.3431 1.9084 -2.0776 0.1 0.1 0.0
H -3.0747 3.4943 -0.5417 0.0 0.1 -0.1
C -3.7352 4.5929 1.8294 0.1 0.0 0.0
H -2.7673 5.0405 2.0584 0.0 0.1 0.0
H -4.1626 5.1312 0.9865 0.0 0.1 0.0
H -4.3805 4.7228 2.6948 0.0 0.1 0.0
H -3.9742 2.4516 3.4909 0.0 0.0 0.1
H -3.6685 0.0736 2.9284 -0.1 -0.1 0.1
H -2.3934 -1.4267 1.2170 -0.1 0.0 -0.2
O 0.7115 -2.5219 -0.6378 -0.1 -0.1 -0.1
H 3.3287 -2.4883 0.3132 -0.1 0.1 0.1
H 4.6799 -0.6242 3.2414 0.0 -0.1 0.0
H 4.9975 -1.9491 2.1064 0.0 0.0 0.1



Values for energy relative to the best compared isomer or geometry (same formula, charge and spin), eV, ordered as above
1.010 4.243 0.069